Formula: C14H17N3OPb
Source: OMol25
Level of theory: wB97M-V/def2-TZVPD

* charge: +2
* energy relative to the best compared isomer or geometry (same formula, charge and spin): 2.844 eV
* HOMO-LUMO gap (alpha / beta): 5.2 / 5.7 eV
* E: -26534.947 eV

Last column: natural (NBO) charge in e.
Element x y z (Å)
C (-0.668, 1.571, 1.987)  -0.45
C (-0.673, -1.628, 2.075)  -0.42
H (0.202, 2.094, 2.417)  0.26
H (-1.409, 1.111, 2.649)  0.23
H (-1.118, 2.214, 1.222)  0.26
H (-1.126, -2.436, 1.491)  0.20
H (0.279, -1.906, 2.553)  0.24
H (-1.360, -0.938, 2.579)  0.21
C (0.653, 2.680, -1.833)  0.07
C (0.885, 3.491, -2.938)  -0.21
C (1.082, 2.876, -4.174)  -0.10
C (1.013, 1.484, -4.254)  -0.18
H (0.493, 3.118, -0.849)  0.21
H (0.904, 4.571, -2.822)  0.27
H (1.292, 3.468, -5.061)  0.26
H (1.146, 0.969, -5.199)  0.24
N (0.632, 1.337, -1.914)  -0.52
C (0.760, 0.706, -3.111)  0.17
C (0.618, -0.785, -3.155)  0.18
N (0.413, -1.448, -1.986)  -0.53
C (0.187, -2.775, -1.969)  0.06
C (0.480, -2.904, -4.338)  -0.10
C (0.215, -3.544, -3.126)  -0.20
H (-0.024, -3.230, -0.999)  0.22
H (0.046, -4.615, -3.066)  0.27
C (0.667, -1.524, -4.348)  -0.18
H (0.857, -0.988, -5.272)  0.24
H (0.530, -3.472, -5.262)  0.26
Pb (0.152, -0.104, 0.037)  1.58
C (-2.013, -0.033, -0.507)  -1.01
H (-2.433, -1.044, -0.642)  0.25
H (-2.332, 0.595, -1.351)  0.26
H (-2.409, 0.400, 0.430)  0.22
O (0.630, 0.147, 5.532)  -0.39
C (0.699, 0.231, 4.347)  0.76
N (0.731, 0.310, 3.139)  -0.64